(1)
The following is a quantum chemistry calculation of a 2-piece molecular cluster, C2H6N2S overall in a non-equilibrium geometry, from OMol25.

Each atom is followed by the atoms it is bonded to, with distances in Å.
Cartesian coordinates (Å):
1 C 0.40653 1.31017 0.35065  C2 1.502, N3 1.432, H6 1.058, H7 1.153
2 C 0.10255 -0.08151 -0.12486  C1 1.502, N3 1.333, S5 1.707
3 N -0.69892 0.50049 0.76723  C1 1.432, C2 1.333, N4 1.261
4 N -1.66985 0.38109 1.56220  N3 1.261, H9 1.047
5 S 1.09838 -1.41136 0.26851  C2 1.707, H11 1.340
6 H 0.93966 1.63706 1.20375  C1 1.058
7 H 0.38738 2.28187 -0.27000  C1 1.153
8 H 0.75611 -1.65255 -2.42429  H10 0.768
9 H -2.06058 1.24617 2.00328  N4 1.047
10 H 0.52365 -1.92522 -3.10400  H8 0.768
11 H 0.21510 -2.28623 -0.23246  S5 1.340

Computed properties:
Frontier orbital gap (alpha / beta): 8.41 / 8.40 eV
HOMO (alpha / beta): -8.259 / -8.258 eV
Spin multiplicity: 1

---

(2)
The following is a quantum chemistry calculation of C27H34N4O2 in the gas phase, from OMol25.

Each atom is followed by the atoms it is bonded to, with distances in Å.
Cartesian coordinates (Å):
1 C -6.70623 -3.08130 0.34107  H2 1.088, H3 1.088, H4 1.087, C5 1.527
2 H -5.88186 -2.50449 0.75423  C1 1.088
3 H -6.45171 -3.38164 -0.67302  C1 1.088
4 H -6.84157 -3.97359 0.94618  C1 1.087
5 C -7.99247 -2.25877 0.34203  C1 1.527, N6 1.442, H66 1.094, H67 1.093
6 N -7.89248 -1.10896 -0.52250  C5 1.442, C7 1.359, C10 1.367
7 C -7.38454 0.12335 -0.25491  N6 1.359, N8 1.313, C13 1.495
8 N -7.44206 0.90259 -1.31007  C7 1.313, C9 1.357
9 C -7.99659 0.16000 -2.30068  N8 1.357, C10 1.363, H12 1.071
10 C -8.28170 -1.08803 -1.83294  N6 1.367, C9 1.363, H11 1.071
11 H -8.72626 -1.94047 -2.30420  C10 1.071
12 H -8.15369 0.57284 -3.27662  C9 1.071
13 C -6.79071 0.54452 1.05098  C7 1.495, N14 1.453, H64 1.095, H65 1.091
14 N -5.41436 0.97310 0.86618  C13 1.453, C15 1.349, C60 1.442
15 C -4.42095 0.10342 1.14529  N14 1.349, O16 1.224, C17 1.493
16 O -4.63896 -0.98220 1.66703  C15 1.224
17 C -3.02968 0.51233 0.79177  C15 1.493, C18 1.387, C22 1.393
18 C -2.05723 0.56896 1.77873  C17 1.387, C19 1.384, H59 1.080
19 C -0.74088 0.86218 1.46887  C18 1.384, C20 1.392, H58 1.079
20 C -0.37052 1.08391 0.14562  C19 1.392, C21 1.398, O25 1.356
21 C -1.34744 1.00423 -0.85154  C20 1.398, C22 1.377, H24 1.079
22 C -2.65753 0.72332 -0.53428  C17 1.393, C21 1.377, H23 1.080
23 H -3.39738 0.65179 -1.31811  C22 1.080
24 H -1.04595 1.16728 -1.87440  C21 1.079
25 O 0.87538 1.39291 -0.29167  C20 1.356, C26 1.420
26 C 1.97853 1.36892 0.60146  O25 1.420, C27 1.534, C48 1.531, H57 1.101
27 C 2.39809 -0.06835 0.93566  C26 1.534, C28 1.535, H55 1.092, H56 1.091
28 C 2.89976 -0.76636 -0.33590  C27 1.535, N29 1.447, H53 1.092, H54 1.094
29 N 4.00284 -0.08236 -0.97582  C28 1.447, C30 1.450, C47 1.449
30 C 5.28056 -0.20746 -0.30076  N29 1.450, H31 1.093, C32 1.538, H46 1.101
31 H 5.30406 -1.17209 0.21240  C30 1.093
32 C 6.43489 -0.17926 -1.31710  C30 1.538, C33 1.500, H44 1.091, H45 1.090
33 C 7.73598 -0.46168 -0.62631  C32 1.500, C34 1.389, C38 1.389
34 C 8.19625 -1.76524 -0.48843  C33 1.389, C35 1.383, H43 1.081
35 C 9.37551 -2.03099 0.18411  C34 1.383, C36 1.385, H42 1.080
36 C 10.11050 -0.99435 0.73369  C35 1.385, C37 1.384, H41 1.080
37 C 9.65927 0.30800 0.60580  C36 1.384, C38 1.384, H40 1.081
38 C 8.47996 0.57046 -0.06848  C33 1.389, C37 1.384, H39 1.081
39 H 8.13415 1.58996 -0.16882  C38 1.081
40 H 10.22887 1.12177 1.03108  C37 1.081
41 H 11.03204 -1.20049 1.25795  C36 1.080
42 H 9.72307 -3.04958 0.27942  C35 1.080
43 H 7.62593 -2.57701 -0.91747  C34 1.081
44 H 6.47355 0.79796 -1.79997  C32 1.091
45 H 6.23368 -0.93112 -2.08080  C32 1.090
46 H 5.45378 0.57363 0.45570  C30 1.101
47 C 3.62181 1.27585 -1.30721  N29 1.449, C48 1.536, H51 1.091, H52 1.093
48 C 3.12947 2.09213 -0.10290  C26 1.531, C47 1.536, H49 1.091, H50 1.090
49 H 3.93870 2.24016 0.61409  C48 1.091
50 H 2.78703 3.06996 -0.44253  C48 1.090
51 H 4.47012 1.77964 -1.77275  C47 1.091
52 H 2.81292 1.21808 -2.04033  C47 1.093
53 H 3.20268 -1.79046 -0.10674  C28 1.092
54 H 2.07882 -0.80673 -1.05858  C28 1.094
55 H 3.18958 -0.03971 1.68696  C27 1.092
56 H 1.55271 -0.62414 1.34378  C27 1.091
57 H 1.72040 1.91611 1.52171  C26 1.101
58 H -0.01804 0.91001 2.26809  C19 1.079
59 H -2.33584 0.38272 2.80518  C18 1.080
60 C -5.25312 2.29532 0.31468  N14 1.442, H61 1.092, H62 1.086, H63 1.094
61 H -5.75405 2.34634 -0.65483  C60 1.092
62 H -4.20027 2.53894 0.20793  C60 1.086
63 H -5.71960 3.02237 0.98541  C60 1.094
64 H -7.36090 1.38111 1.46874  C13 1.095
65 H -6.78267 -0.28640 1.75821  C13 1.091
66 H -8.82856 -2.86725 -0.01627  C5 1.094
67 H -8.22505 -1.92570 1.35694  C5 1.093

Computed properties:
Frontier orbital gap: 9.05 eV
HOMO: -8.259 eV
SMILES: CCn1ccnc1CN(C)C(=O)c1ccc(OC2CCN(CCc3ccccc3)CC2)cc1
Spin multiplicity: 1

---

(3)
The following is a quantum chemistry calculation of C3H3N3O in the gas phase in a non-equilibrium geometry, from OMol25.

Each atom is followed by the atoms it is bonded to, with distances in Å.
Cartesian coordinates (Å):
1 C -0.56288 0.59297 -0.99941  C2 1.333, H5 1.062, O10 1.464
2 C 0.36572 -0.11935 -0.36104  C1 1.333, C3 1.523, N9 1.391
3 C 0.15272 -0.96932 0.88426  C2 1.523, H6 1.152, N7 1.340
4 H -2.34538 1.39350 -0.51535  O10 1.067
5 H -0.39639 1.07261 -1.93246  C1 1.062
6 H -0.75692 -1.38265 1.45835  C3 1.152
7 N 1.35322 -1.08507 1.46761  C3 1.340, N8 1.552
8 N 2.37779 -0.21418 0.69237  N7 1.552, N9 1.297
9 N 1.69913 0.27336 -0.29983  C2 1.391, N8 1.297
10 O -1.88702 0.43813 -0.39450  C1 1.464, H4 1.067

Computed properties:
Frontier orbital gap: 8.85 eV
HOMO: -10.022 eV
SMILES: O/C=C1\C=NN=N1
Spin multiplicity: 1

---

The records above give, respectively, ΔE to the lowest compared entry with this formula, charge and spin values of 5.973, 0.575, 4.351 eV.